Record 1
Density functional theory data (ωB97M-V/def2-TZVPD) for a 9-piece molecular cluster, C28H75NO9 overall in a non-equilibrium geometry.

Output
Total energy in Ha: -1843.57231
Frontier orbital gap in eV: 9.23
Largest force on an atom in Eh/bohr: 0.073

Structure (XYZ):
```
113
C28H75NO9 | the Open Molecules 2025 dataset | ωB97M-V/def2-TZVPD
C -6.39 21.13 -4.15
O -5.41 21.19 -5.19
C -4.50 20.09 -5.16
C -3.07 20.69 -4.86
C -2.56 21.40 -6.10
N -2.12 19.58 -4.66
H -5.97 21.15 -3.15
H -7.14 20.34 -4.28
H -6.99 22.03 -4.29
H -4.75 19.38 -4.37
H -4.58 19.55 -6.11
H -3.04 21.36 -4.00
H -3.25 22.22 -6.30
H -2.70 20.82 -7.01
H -1.55 21.80 -6.07
H -2.29 18.95 -5.43
H -2.42 19.10 -3.82
C -4.30 16.48 -7.39
C -2.81 16.45 -6.98
C -2.04 17.52 -7.69
O -2.66 16.50 -5.62
H -4.95 15.71 -6.97
H -4.41 16.51 -8.48
H -4.83 17.37 -7.06
H -2.32 15.51 -7.26
H -2.66 18.38 -7.95
H -1.59 17.16 -8.61
H -1.25 17.88 -7.03
H -1.79 16.16 -5.41
C 1.37 23.88 -8.74
C 0.04 24.61 -8.53
C -1.16 23.64 -8.79
O 0.22 24.94 -7.13
H 1.57 23.21 -7.91
H 2.16 24.57 -8.48
H 1.60 23.50 -9.74
H -0.14 25.46 -9.18
H -2.11 24.18 -8.86
H -1.24 22.93 -7.96
H -1.04 22.96 -9.63
H 1.11 25.30 -7.12
C -2.99 18.58 -15.95
C -2.44 17.38 -15.16
C -3.28 16.26 -14.80
O -1.41 16.79 -15.97
H -3.53 18.24 -16.83
H -2.25 19.35 -16.16
H -3.80 19.05 -15.40
H -2.11 17.61 -14.15
H -4.12 16.68 -14.25
H -2.72 15.57 -14.16
H -3.65 15.71 -15.67
H -0.69 17.38 -15.75
C -5.41 25.12 -11.62
C -5.10 24.31 -12.85
C -3.62 24.46 -13.33
O -5.38 22.94 -12.57
H -5.16 26.18 -11.73
H -4.77 24.76 -10.81
H -6.46 25.16 -11.32
H -5.68 24.68 -13.70
H -3.49 23.93 -14.28
H -2.89 24.28 -12.54
H -3.62 25.51 -13.65
H -6.34 22.90 -12.55
C 1.66 19.31 -13.24
C 1.72 17.83 -13.86
C 0.89 16.89 -12.98
O 0.90 18.04 -15.04
H 0.64 19.69 -13.31
H 2.37 20.00 -13.71
H 2.00 19.36 -12.20
H 2.73 17.54 -14.14
H 1.34 16.57 -12.04
H 0.60 16.01 -13.55
H -0.13 17.26 -12.89
H 1.49 18.51 -15.63
C -7.39 18.33 -10.87
C -7.78 18.10 -12.33
C -6.72 17.14 -12.88
O -8.97 17.31 -12.41
H -7.28 17.45 -10.23
H -8.14 18.92 -10.35
H -6.53 18.98 -10.74
H -7.85 19.04 -12.87
H -6.84 16.12 -12.50
H -5.69 17.44 -12.67
H -6.83 17.17 -13.96
H -9.34 17.34 -13.29
C -2.52 19.75 -10.63
C -3.04 20.71 -11.72
C -2.17 20.76 -12.92
O -4.30 20.31 -12.11
H -1.47 19.96 -10.43
H -2.51 18.70 -10.91
H -3.14 19.76 -9.73
H -3.08 21.73 -11.33
H -2.61 21.35 -13.72
H -1.96 19.76 -13.30
H -1.16 21.17 -12.81
H -4.80 21.06 -12.44
C -6.56 20.90 -14.70
C -7.42 22.17 -14.76
C -8.59 21.98 -15.79
O -8.02 22.25 -13.45
H -5.81 20.99 -13.91
H -5.96 20.66 -15.57
H -7.18 20.03 -14.46
H -6.80 23.00 -15.10
H -8.27 21.87 -16.82
H -9.34 22.77 -15.64
H -9.04 21.00 -15.61
H -8.81 22.76 -13.62
```

---

Record 2
Density functional theory data (ωB97M-V/def2-TZVPD) for a 8-piece molecular cluster, C28H76N4O8 overall in a non-equilibrium geometry.

Output
Total energy in Ha: -1933.08402
Frontier orbital gap (alpha / beta) in eV: 1.68 / 9.47
<S²>: 0.75
Spin multiplicity: 2
Largest force on an atom in Eh/bohr: 0.077
Net charge: -1

Structure (XYZ):
```
116
C28H76N4O8 | the Open Molecules 2025 dataset | ωB97M-V/def2-TZVPD
C 1.13 -4.25 6.70
C 0.30 -4.28 5.32
C -0.48 -2.92 5.23
O -1.39 -2.89 4.14
C -1.28 -1.68 3.36
N 1.35 -4.37 4.24
H 1.52 -5.22 7.00
H 0.55 -4.07 7.60
H 1.95 -3.54 6.67
H -0.39 -5.09 5.08
H 0.23 -2.09 5.24
H -1.10 -2.66 6.09
H -2.18 -1.08 3.45
H -1.37 -2.02 2.33
H -0.35 -1.12 3.26
H 1.72 -5.31 4.19
H 0.82 -4.29 3.39
C -2.86 2.72 5.85
C -1.76 2.77 4.77
C -2.29 2.79 3.35
O -3.06 1.62 3.16
C -3.47 1.61 1.77
N -0.76 3.86 5.03
H -2.43 2.10 6.64
H -3.77 2.33 5.41
H -2.98 3.67 6.37
H -1.16 1.86 4.85
H -1.43 2.81 2.68
H -3.01 3.60 3.19
H -3.96 0.70 1.44
H -2.50 1.55 1.27
H -4.01 2.48 1.41
H -0.57 3.86 6.02
H -1.34 4.69 5.09
C -4.03 4.06 -5.39
C -3.39 5.23 -4.67
C -1.96 4.85 -4.15
O -1.38 6.08 -3.58
C -0.04 5.80 -3.15
N -3.35 6.46 -5.45
H -4.16 3.32 -4.61
H -3.38 3.69 -6.18
H -5.03 4.33 -5.76
H -3.93 5.41 -3.74
H -1.30 4.34 -4.85
H -2.05 4.27 -3.23
H 0.43 6.78 -3.10
H 0.67 5.13 -3.63
H -0.14 5.33 -2.17
H -3.00 7.08 -4.74
H -2.59 6.29 -6.10
C -2.78 -4.10 0.34
C -1.33 -4.77 0.14
C -0.58 -5.23 1.41
O 0.72 -5.73 1.21
C 1.70 -4.81 0.84
N -1.53 -5.89 -0.79
H -2.67 -3.21 0.95
H -3.48 -4.80 0.79
H -3.16 -3.80 -0.64
H -0.69 -4.10 -0.43
H -1.14 -6.07 1.81
H -0.57 -4.49 2.21
H 2.34 -4.56 1.68
H 1.38 -3.80 0.59
H 2.32 -5.17 0.03
H -0.64 -6.33 -0.61
H -1.43 -5.64 -1.76
C 0.51 -3.07 -3.88
C -0.81 -3.74 -3.69
C -1.76 -3.55 -4.93
O -0.55 -5.13 -3.50
H 0.87 -3.41 -4.84
H 1.24 -3.35 -3.12
H 0.44 -1.98 -4.00
H -1.33 -3.43 -2.79
H -1.73 -2.50 -5.24
H -2.76 -3.95 -4.79
H -1.52 -4.08 -5.85
H -1.17 -5.62 -4.05
C 3.44 4.31 -0.05
C 3.85 5.54 -0.82
C 5.33 5.58 -0.90
O 3.38 5.35 -2.19
H 2.42 4.40 0.32
H 4.02 4.40 0.86
H 3.56 3.35 -0.54
H 3.55 6.49 -0.39
H 5.61 4.67 -1.43
H 5.85 5.79 0.04
H 5.81 6.41 -1.43
H 3.72 6.04 -2.77
C 4.07 -2.66 -2.43
C 3.14 -1.86 -1.49
C 3.97 -1.13 -0.40
O 2.40 -1.02 -2.21
H 4.87 -2.03 -2.82
H 3.53 -3.21 -3.20
H 4.40 -3.53 -1.86
H 2.36 -2.48 -1.06
H 4.84 -1.67 -0.05
H 3.25 -0.99 0.41
H 4.39 -0.17 -0.71
H 2.98 -0.38 -2.63
C -0.09 -0.31 0.10
C -0.13 0.89 -0.77
C 1.05 1.85 -0.58
O -0.20 0.37 -2.06
H -0.02 -0.13 1.17
H 0.88 -0.80 0.01
H -0.88 -1.05 -0.04
H -1.02 1.45 -0.46
H 1.29 2.11 0.45
H 0.93 2.85 -1.01
H 1.97 1.45 -1.00
H 0.55 -0.19 -2.25
```

---

> Which value of largest force on an atom does entry 1 give?

0.073 Eh/bohr

---

> Which formula does entry 1 have?

C28H75NO9

---

> Among the records above, which one has the lowest total energy?

C28H76N4O8